ORCA calculation (ωB97M-V/def2-TZVPD) on a structure of composition C5H6F3NO4S2 in a non-equilibrium geometry.

The value obtained for the LUMO energy is 0.39 eV. Its spin multiplicity is 1. The highest occupied orbital energy comes out at -9.49 eV.

XYZ file:
```
21
Properties=species:S:1:pos:R:3:nbo_charge:R:1
C -0.1989 1.5331 0.7266 0.741
C -0.6946 -1.2137 1.1651 -0.535
C -2.5098 -0.2207 -0.4705 -0.323
C -0.2521 0.2428 -0.0805 -0.213
C 2.6568 -0.5358 0.3133 0.775
N -1.2712 0.1927 -1.0529 -0.644
O -0.4026 2.6285 0.0093 -0.647
O -0.0043 1.5542 1.9053 -0.538
O 1.7338 1.2257 -1.4849 -0.909
O 1.1533 -1.1393 -1.8367 -0.906
F 2.5051 -1.8032 0.6762 -0.303
F 3.8421 -0.3890 -0.2535 -0.290
F 2.5882 0.2276 1.3952 -0.295
S -2.1797 -1.8153 0.4261 0.189
S 1.3219 -0.0330 -0.9502 2.065
H 0.1046 -1.9406 1.1485 0.233
H -0.8237 -0.6895 2.1043 0.237
H -2.8460 0.5187 0.2586 0.209
H -3.2718 -0.4024 -1.2235 0.237
H -0.9951 -0.4087 -1.8297 0.407
H -0.4560 2.4679 -0.9460 0.510
```